# 1
Here is the ion C4H8N with charge +1 at a distorted geometry from the Open Molecules 2025 dataset. Energies are from the ωB97M-V functional and the def2-TZVPD basis.

Values from the calculation:
lowest unoccupied orbital energy: -5.444 eV
SMILES string: C=[NH+]C(=C)C
energy relative to the best compared isomer or geometry (same formula, charge and spin): 0.1137 eV

Structure (ORCA input):
```
! wB97M-V def2-TZVPD RIJCOSX def2/J DEFGRID3
* xyz 1 1
C 0.397 -1.351 0.395
H -0.555 1.791 1.669
H -0.060 0.362 2.614
C 0.001 0.527 -1.881
H 0.129 -1.950 1.256
H -0.287 1.208 -2.672
N -0.449 0.720 -0.708
C -0.246 0.755 1.624
C -0.128 0.032 0.523
H 1.490 -1.338 0.338
H 0.123 -1.939 -0.485
H 0.641 -0.321 -2.066
H -1.056 1.504 -0.606
*
```

=====

# 2
Here is a cluster of 2 separate species, C6H12N2 in total at a distorted geometry from the Open Molecules 2025 dataset. Energies are from the ωB97M-V functional and the def2-TZVPD basis.

Values from the calculation:
lowest unoccupied orbital energy: 0.644 eV
SMILES string: [H]/N=C(\C)CC.CC#N
energy relative to the best compared isomer or geometry (same formula, charge and spin): 1.9024 eV

Structure (ORCA input):
```
! wB97M-V def2-TZVPD RIJCOSX def2/J DEFGRID3
* xyz 0 1
H -2.013 -0.516 0.271
H 1.760 1.419 1.985
H 1.754 0.136 0.802
H -0.866 -2.294 -3.043
C 0.490 -1.271 -1.839
C -0.946 0.886 1.517
N 0.521 -0.342 -1.159
H 0.583 3.266 -0.210
C 0.197 1.483 0.439
H 2.337 1.761 0.354
H -0.602 -1.189 1.128
H -1.781 1.586 1.518
H -0.476 0.902 2.501
C -1.454 -0.513 1.206
C 1.597 1.206 0.931
H -2.141 -0.881 1.970
H 0.211 -3.327 -2.085
N -0.159 2.576 -0.112
C 0.151 -2.405 -2.664
H 0.836 -2.480 -3.508
*
```

=====

# 3
Here is a cluster of 5 separate species, C37H46F4NO3 in total at a distorted geometry from the Open Molecules 2025 dataset. Energies are from the ωB97M-V functional and the def2-TZVPD basis.

Values from the calculation:
lowest unoccupied orbital energy (alpha / beta): 0.647 / 0.490 eV

Structure (ORCA input):
```
! wB97M-V def2-TZVPD RIJCOSX def2/J DEFGRID3
* xyz 0 2
H -4.677 1.025 2.008
C 1.391 0.973 -8.835
H 1.359 -6.224 1.794
H 1.122 0.919 -10.962
C 0.322 2.107 0.537
C -0.216 0.786 1.158
C 0.670 -1.137 2.320
H 1.465 0.142 8.386
C -0.699 5.241 -5.067
C 4.728 -6.041 1.490
C 3.389 -5.734 1.349
H 0.210 2.360 -3.538
H -3.521 -1.027 0.454
H 2.282 -2.585 1.999
H -1.193 -3.082 9.311
C -0.897 -0.039 0.060
H 1.343 0.998 -6.678
H 1.227 -0.365 5.963
H -1.061 -1.068 0.377
H -0.351 2.426 -0.263
H -0.190 -0.095 -0.768
H 2.462 1.115 -8.893
C -2.605 1.657 1.781
H 2.908 3.244 -0.847
C 1.371 -2.246 1.518
C -1.214 1.174 2.258
C 2.469 3.043 0.131
H -3.481 -0.254 2.426
C -0.664 -2.482 8.582
C 4.101 -7.944 2.824
C 0.703 5.686 -3.149
C -0.604 3.880 -4.816
O 1.622 1.919 0.024
H 1.350 3.953 -2.063
C 2.397 -6.501 1.925
C -0.041 6.119 -4.228
H -1.324 0.595 -10.819
H -2.816 -1.428 -1.096
H 0.257 -1.222 10.055
H 5.475 -5.416 1.020
C -0.116 -1.988 6.320
H -0.388 -1.377 2.382
H -1.274 5.623 -5.900
C -2.824 3.110 2.261
C 0.703 -0.947 6.709
C -0.805 -2.761 7.231
C 5.081 -7.155 2.237
H -4.163 -0.319 -1.063
H 1.621 -1.855 0.535
H -1.376 0.357 2.958
C 0.831 -0.673 8.063
F -1.195 0.648 -6.334
H -1.621 1.979 -1.979
H 1.083 -1.079 3.321
O -3.862 2.125 -0.102
C 0.639 0.862 -9.996
H -2.428 0.453 -8.596
H 0.304 2.888 1.300
C 0.775 0.905 -7.594
C 0.151 -1.439 9.000
H -3.741 1.106 3.485
C 0.137 3.421 -3.735
H 1.205 6.406 -2.516
F -0.128 7.443 -4.472
H -2.494 3.214 3.290
C 2.761 -7.616 2.666
F 3.040 -4.651 0.629
H 6.125 -7.407 2.362
H -1.439 -3.566 6.883
H -3.890 3.328 2.234
C -3.271 -0.620 -0.522
C -3.701 0.810 2.436
C -1.360 0.602 -8.680
H 4.380 -8.813 3.404
H 1.941 3.932 0.474
H -1.509 0.278 -2.519
C -0.735 0.679 -9.916
C 0.783 4.323 -2.904
O 0.907 0.135 1.708
H 3.298 2.860 0.818
H -0.742 1.962 2.841
C -2.079 0.995 -1.934
H -3.070 1.065 -2.377
H -1.107 3.175 -5.464
H 1.996 -8.231 3.120
N -2.728 1.686 0.302
H -2.315 3.805 1.598
C -0.592 0.717 -7.539
C -2.248 0.516 -0.475
H 0.691 -3.081 1.363
F -0.246 -2.255 5.003
*
```

=====

# 4
Here is a structure of composition C21H44N5O12P2S2SbSi3Ti from the Open Molecules 2025 dataset. Energies are from the ωB97M-V functional and the def2-TZVPD basis.

Values from the calculation:
lowest unoccupied orbital energy (alpha / beta): 3.530 / 3.528 eV
energy relative to the best compared isomer or geometry (same formula, charge and spin): 0.6416 eV

Structure (ORCA input):
```
! wB97M-V def2-TZVPD RIJCOSX def2/J DEFGRID3
* xyz -2 3
H 3.957 4.452 -4.310
O -0.725 1.745 0.356
N -2.170 -0.221 -2.596
H -4.183 -2.021 -0.492
H -2.808 -7.634 4.831
O 2.375 2.187 3.619
C -1.482 -1.269 -1.959
Sb 2.436 0.785 -2.046
H -1.939 1.439 -1.474
H 2.385 -2.851 -3.640
H -5.020 1.093 2.197
H -0.502 0.121 -4.405
H -3.167 -0.344 -2.470
H 5.585 2.680 -0.804
C -1.248 -1.142 2.683
H 0.772 -2.372 -3.075
Si 3.941 -1.023 -1.033
H 3.214 -3.150 0.073
H 5.724 -2.591 -1.785
O -5.329 -2.779 6.790
C -1.951 -3.383 3.148
N -1.697 1.095 -2.401
C -4.139 -4.808 5.667
H -1.423 -4.771 1.578
C -2.305 -5.731 3.961
C -2.623 -4.381 4.024
H 4.405 -2.553 -2.964
H 3.481 0.592 -5.824
H -1.545 -6.116 3.296
H 6.188 1.040 -3.249
H 2.759 3.215 -4.733
P -0.527 2.829 1.408
O -5.038 -4.830 8.088
O 1.085 3.018 1.545
O -0.898 4.229 0.701
O -2.035 -2.364 -1.898
C -1.362 -3.755 1.943
H 5.370 1.364 -4.777
H -0.519 4.245 -0.186
C -2.999 -6.564 4.821
Ti 0.311 -0.076 0.235
N -3.531 -3.922 4.884
H 2.514 4.225 -3.304
Si 1.883 -0.467 -4.208
H -3.484 -1.881 1.118
H 4.202 -0.843 -5.075
O -0.294 -0.993 -1.534
S -5.425 -4.223 6.826
P 2.129 1.953 2.189
N -0.637 -1.519 1.546
H 2.980 -1.019 -6.347
H -1.191 -0.086 2.930
H 1.890 -2.441 -0.874
H 0.238 -0.050 -6.015
C -0.729 -2.802 1.174
H 2.360 -1.750 0.709
H -0.309 -3.051 0.207
O 3.456 2.380 1.352
C 3.268 3.707 -3.901
H 5.659 -1.161 0.734
H -5.243 -1.694 0.913
H 5.786 0.389 -0.113
H -3.568 0.121 2.500
H -2.395 -1.713 4.414
C 1.493 -2.274 -3.888
H 4.492 0.142 1.058
C -4.010 0.875 1.853
H 5.567 -1.229 -2.904
H 4.165 3.703 -0.677
H 5.533 4.209 -1.695
H -3.388 1.767 1.897
O -6.632 -4.774 6.230
H 0.500 1.419 -5.054
C 5.007 -1.940 -2.292
Si 4.196 2.458 -2.835
O 1.736 0.571 1.693
H -2.122 1.680 -3.107
C 4.935 3.355 -1.364
C 3.278 -0.423 -5.479
C -1.906 -2.039 3.506
C -4.270 -1.505 0.463
C 5.083 -0.346 0.284
O -1.217 2.702 2.697
S -4.018 0.256 0.153
H 4.056 2.777 1.994
H 6.368 2.616 -4.027
H 1.052 -2.716 -4.787
C 5.662 1.806 -3.825
C 2.731 -2.212 -0.214
N -3.915 -6.125 5.668
C 0.387 0.333 -5.001
*
```

=====

# 5
Here is a cluster of 2 separate species, C3HF3N2O2 in total at a distorted geometry from the Open Molecules 2025 dataset. Energies are from the ωB97M-V functional and the def2-TZVPD basis.

Values from the calculation:
lowest unoccupied orbital energy (alpha / beta): 0.422 / -2.278 eV
energy relative to the best compared isomer or geometry (same formula, charge and spin): 0.3472 eV

Structure (ORCA input):
```
! wB97M-V def2-TZVPD RIJCOSX def2/J DEFGRID3
* xyz 0 3
F -0.155 1.561 2.601
O -2.509 -2.003 -0.959
H 2.153 -0.569 -1.838
N 2.289 0.163 -1.197
N 1.513 0.123 -0.255
F -0.640 1.724 0.466
C -1.683 -1.289 -1.305
C -0.309 0.928 1.488
C 1.269 0.190 0.906
O -0.722 -0.724 -1.511
F -1.205 -0.104 1.604
*
```

=====

# 6
Here is a cluster of 2 separate species, C8H10OS2 in total at a distorted geometry from the Open Molecules 2025 dataset. Energies are from the ωB97M-V functional and the def2-TZVPD basis.

Values from the calculation:
lowest unoccupied orbital energy (alpha / beta): -2.099 / -2.099 eV
energy relative to the best compared isomer or geometry (same formula, charge and spin): 3.2156 eV

Structure (ORCA input):
```
! wB97M-V def2-TZVPD RIJCOSX def2/J DEFGRID3
* xyz 0 1
S -1.556 -0.219 3.754
C 0.017 -0.863 0.665
H 0.872 -2.107 -0.928
C 1.928 -0.227 -0.751
H -3.747 -0.105 -1.101
O -2.592 0.106 0.500
S -1.289 0.966 2.285
C 0.983 1.368 0.780
H -4.696 -0.422 0.473
H 2.526 -1.667 -2.103
C -3.827 0.228 -0.092
H -0.759 -1.488 0.923
H 0.954 2.354 1.389
C 0.061 0.408 1.175
C 2.942 -0.657 -1.828
H 4.050 -0.526 -1.541
C 0.943 -1.134 -0.375
H 2.779 1.646 -0.496
H 2.828 0.091 -2.565
C 1.955 1.017 -0.121
H -4.372 1.234 -0.041
*
```

=====

# 7
Here is the molecule C3H6INO at a distorted geometry from the Open Molecules 2025 dataset. Energies are from the ωB97M-V functional and the def2-TZVPD basis.

Values from the calculation:
lowest unoccupied orbital energy: 0.255 eV
SMILES string: [H]/N=C(\I)[C@@H](C)O
energy relative to the best compared isomer or geometry (same formula, charge and spin): 0.5587 eV

Structure (ORCA input):
```
! wB97M-V def2-TZVPD RIJCOSX def2/J DEFGRID3
* xyz 0 1
H 0.057 -0.290 -1.577
C -0.253 -0.102 -0.559
H -1.738 -1.183 0.718
N 0.741 1.805 0.626
H 0.115 -1.782 0.770
I 2.836 -0.349 0.197
C -0.732 -1.399 0.154
H 1.451 2.286 1.090
O -1.353 0.868 -0.658
H -1.014 1.706 -0.266
H -1.043 -2.219 -0.679
C 0.933 0.658 0.184
*
```

=====

# 8
Here is the molecule C6H13NO at a distorted geometry from the Open Molecules 2025 dataset. Energies are from the ωB97M-V functional and the def2-TZVPD basis.

Values from the calculation:
lowest unoccupied orbital energy: 0.920 eV
SMILES string: CNC(=O)CC(C)C
energy relative to the best compared isomer or geometry (same formula, charge and spin): 2.9605 eV

Structure (ORCA input):
```
! wB97M-V def2-TZVPD RIJCOSX def2/J DEFGRID3
* xyz 0 1
H 1.235 -0.108 -0.489
H -1.360 0.671 0.977
C -0.245 1.001 0.787
C 0.147 -2.518 -0.922
H -1.558 -2.105 -2.194
H -0.145 2.923 1.852
H 1.455 -0.100 1.754
O -1.505 0.194 -2.358
H 0.659 1.513 -1.421
H -0.285 3.109 0.095
H -0.073 -0.935 1.867
C 0.038 2.479 0.815
H 1.189 2.594 0.799
N -0.809 -1.642 -1.570
H 0.250 0.595 2.846
C 0.318 0.658 -0.708
H 0.462 -3.028 -1.837
C 0.372 0.063 1.911
H 0.861 -1.846 -0.549
H -0.290 -3.264 -0.152
C -0.715 -0.255 -1.504
*
```

=====

Number 1: energy -211.6669 a.u.. Number 2: energy -345.2580 a.u.. Number 3: energy -2117.2920 a.u.. Number 4: energy -5441.1889 a.u.. Number 5: energy -674.3222 a.u.. Number 6: energy -1182.2997 a.u.. Number 7: energy -545.5612 a.u.. Number 8: energy -366.3251 a.u..